#w
This record from the OMol25 dataset describes an isolated molecule of C3H3NO. The level of theory is ωB97M-V/def2-TZVPD.

Each atom is followed by the atoms it is bonded to, with distances in Å.
Positions of all 8 atoms, in Å:
1 C -1.824 1.267 0.013  C2 1.200, H6 1.133
2 C -0.939 0.459 -0.017  C1 1.200, C3 1.849
3 C 0.859 0.035 0.057  C2 1.849, N4 1.334, O5 1.171
4 N 0.977 -1.294 0.108  C3 1.334, H7 1.019, H8 1.046
5 O 1.632 0.908 -0.046  C3 1.171
6 H -2.623 2.070 -0.023  C1 1.133
7 H 0.067 -1.743 0.203  N4 1.019
8 H 1.851 -1.702 -0.294  N4 1.046

Net charge: 0
HOMO level (eV): -10.3

In the Löwdin picture, each atom carries the following charge in e: number 1, C, carries -0.005; number 2, C, carries -0.044; number 3, C, carries -0.504; number 4, N, carries 0.131; number 5, O, carries 0.122; number 6, H, carries 0.051; number 7, H, carries 0.102; number 8, H, carries 0.147

#x
This record from the OMol25 dataset describes a cluster of 2 separate species, C3H3NO in total. The level of theory is ωB97M-V/def2-TZVPD.

Each atom is followed by the atoms it is bonded to, with distances in Å.
Positions of all 8 atoms, in Å:
1 C 1.861 0.157 -0.561  C2 1.281, O3 1.575, H4 1.051
2 C 1.395 -0.807 0.142  C1 1.281, O3 1.384, H5 1.086
3 O 1.223 0.361 0.865  C1 1.575, C2 1.384
4 H 1.762 0.852 -1.343  C1 1.051
5 H 1.368 -1.817 0.541  C2 1.086
6 C -2.518 0.432 0.147  N7 1.135, H8 1.085
7 N -2.312 -0.634 -0.183  C6 1.135
8 H -2.778 1.457 0.392  C6 1.085

Net charge: 0
HOMO level (eV): -8.3

In the Löwdin picture, each atom carries the following charge in e: number 1, C, carries 0.043; number 2, C, carries -0.134; number 3, O, carries -0.122; number 4, H, carries 0.074; number 5, H, carries 0.119; number 6, C, carries -0.093; number 7, N, carries 0.053; number 8, H, carries 0.061

It is #x that is the least stable of them.

#w
This record from the OMol25 dataset describes an isolated molecule of C3H7NO3. The level of theory is ωB97M-V/def2-TZVPD.

Each atom is followed by the atoms it is bonded to, with distances in Å.
Positions of all 14 atoms, in Å:
1 H -1.821 0.219 1.731  N2 1.027
2 N -1.020 0.379 1.109  H1 1.027, C3 1.282
3 C -1.104 -0.454 0.139  N2 1.282, O4 1.340, C5 1.519
4 O -2.075 -1.376 0.171  C3 1.340, H9 0.971
5 C -0.155 -0.449 -1.048  C3 1.519, O6 1.396, H10 1.101, H11 1.101
6 O 1.201 -0.513 -0.722  C5 1.396, C7 1.551
7 C 1.694 0.554 0.290  O6 1.551, O8 1.392, H12 1.090, H13 1.091
8 O 1.265 1.871 0.156  C7 1.392, H14 0.976
9 H -2.032 -1.978 -0.591  O4 0.971
10 H -0.390 -1.324 -1.673  C5 1.101
11 H -0.385 0.439 -1.657  C5 1.101
12 H 1.530 0.109 1.271  C7 1.090
13 H 2.753 0.536 0.030  C7 1.091
14 H 0.539 1.987 0.796  O8 0.976

Net charge: 0
HOMO level (eV): -10.1

Results of the Löwdin charge analysis, in e, for atoms 1 through 8: number 1, H, carries 0.078; number 2, N, carries 0.146; number 3, C, carries -0.439; number 4, O, carries 0.079; number 5, C, carries -0.184; number 6, O, carries -0.123; number 7, C, carries -0.215; number 8, O, carries -0.028

#x
This record from the OMol25 dataset describes an isolated molecule of C3H7NO3. The level of theory is ωB97M-V/def2-TZVPD.

Each atom is followed by the atoms it is bonded to, with distances in Å.
Positions of all 14 atoms, in Å:
1 O 0.356 -0.131 2.435  C2 1.223
2 C 0.150 0.583 1.463  O1 1.223, O3 1.357, N4 1.421
3 O -0.206 1.891 1.525  C2 1.357, H8 0.982
4 N 0.541 0.273 0.133  C2 1.421, C5 1.504, H9 1.079
5 C 0.221 -1.057 -0.492  N4 1.504, C6 1.559, H10 1.128, H11 1.120
6 C -0.242 -1.337 -1.955  C5 1.559, O7 1.438, H12 1.108, H13 1.126
7 O -0.532 -0.107 -2.642  C6 1.438, H14 1.069
8 H -0.969 1.993 2.135  O3 0.982
9 H 1.202 1.010 -0.297  N4 1.079
10 H -0.600 -1.540 0.111  C5 1.128
11 H 1.043 -1.776 -0.244  C5 1.120
12 H 0.535 -1.883 -2.526  C6 1.108
13 H -1.127 -2.032 -1.915  C6 1.126
14 H -1.582 -0.048 -2.838  O7 1.069

Net charge: 0
HOMO level (eV): -9.2

Results of the Löwdin charge analysis, in e, for atoms 1 through 8: number 1, O, carries 0.088; number 2, C, carries -0.573; number 3, O, carries 0.075; number 4, N, carries 0.033; number 5, C, carries -0.166; number 6, C, carries -0.256; number 7, O, carries -0.134; number 8, H, carries 0.135

#y
This record from the OMol25 dataset describes an isolated molecule of C3H7NO3. The level of theory is ωB97M-V/def2-TZVPD.

Each atom is followed by the atoms it is bonded to, with distances in Å.
Positions of all 14 atoms, in Å:
1 C -0.037 2.097 0.054  O2 1.356, H8 1.179, H9 1.067, H10 1.191
2 O 0.791 1.033 -0.085  C1 1.356, C3 1.329
3 C 0.104 -0.102 -0.007  O2 1.329, N4 1.257, O6 1.372
4 N 0.702 -1.207 0.023  C3 1.257, O5 1.333
5 O 2.030 -1.121 -0.048  N4 1.333, H11 1.069
6 O -1.251 0.094 -0.092  C3 1.372, C7 1.456
7 C -2.069 -1.103 0.040  O6 1.456, H12 1.286, H13 1.325, H14 1.228
8 H -0.993 2.141 -0.635  C1 1.179
9 H 0.540 2.979 -0.109  C1 1.067
10 H -0.553 2.050 1.127  C1 1.191
11 H 2.250 -0.220 0.484  O5 1.069
12 H -2.158 -1.249 1.315  C7 1.286
13 H -3.067 -0.570 -0.649  C7 1.325
14 H -1.483 -2.081 -0.415  C7 1.228

Net charge: 0
HOMO level (eV): -8.8

Results of the Löwdin charge analysis, in e, for atoms 1 through 8: number 1, C, carries -0.117; number 2, O, carries -0.025; number 3, C, carries -0.496; number 4, N, carries 0.001; number 5, O, carries -0.060; number 6, O, carries -0.191; number 7, C, carries -0.078; number 8, H, carries 0.135

#z
This record from the OMol25 dataset describes an isolated molecule of C3H7NO3. The level of theory is ωB97M-V/def2-TZVPD.

Each atom is followed by the atoms it is bonded to, with distances in Å.
Positions of all 14 atoms, in Å:
1 O 2.951 -0.515 -0.769  C2 1.198
2 C 1.976 -0.208 -0.143  O1 1.198, O3 1.380, N4 1.345
3 O 1.939 -0.302 1.233  C2 1.380, H8 0.971
4 N 0.825 0.314 -0.603  C2 1.345, C5 1.461, H9 0.990
5 C -0.403 0.580 0.143  N4 1.461, C6 1.504, H10 1.083, H11 1.101
6 C -1.558 -0.161 -0.472  C5 1.504, O7 1.417, H12 1.098, H13 1.084
7 O -2.713 -0.169 0.349  C6 1.417, H14 0.965
8 H 2.800 -0.707 1.426  O3 0.971
9 H 0.692 0.318 -1.583  N4 0.990
10 H -0.253 0.440 1.206  C5 1.083
11 H -0.611 1.650 -0.014  C5 1.101
12 H -1.276 -1.211 -0.627  C6 1.098
13 H -1.887 0.229 -1.428  C6 1.084
14 H -2.480 -0.258 1.282  O7 0.965

Net charge: 0
HOMO level (eV): -10.1

Results of the Löwdin charge analysis, in e, for atoms 1 through 8: number 1, O, carries 0.093; number 2, C, carries -0.614; number 3, O, carries 0.077; number 4, N, carries 0.085; number 5, C, carries -0.159; number 6, C, carries -0.260; number 7, O, carries -0.064; number 8, H, carries 0.122

It is #y that is the least stable of them.

#w
This record from the OMol25 dataset describes a cluster of 2 separate species, C3H7NO3 in total. The level of theory is ωB97M-V/def2-TZVPD.

Each atom is followed by the atoms it is bonded to, with distances in Å.
Positions of all 14 atoms, in Å:
1 O -0.377 1.690 -2.431  C2 1.197
2 C -0.470 0.501 -2.322  O1 1.197, C3 1.548, H7 1.096
3 C -1.160 -0.085 -1.066  C2 1.548, N4 1.456, H8 1.090, H9 1.089
4 N -0.243 -0.183 0.060  C3 1.456, C5 1.361, H10 0.992
5 C 0.986 -0.744 -0.109  N4 1.361, O6 1.214, H11 1.091
6 O 1.339 -1.248 -1.156  C5 1.214
7 H -0.045 -0.215 -3.034  C2 1.096
8 H -1.660 -1.040 -1.230  C3 1.090
9 H -1.949 0.616 -0.798  C3 1.089
10 H -0.265 0.526 0.753  N4 0.992
11 H 1.643 -0.830 0.757  C5 1.091
12 O 0.584 0.277 3.170  H13 0.976, H14 0.945
13 H 0.989 1.087 3.532  O12 0.976
14 H 0.626 -0.352 3.874  O12 0.945

Net charge: 0
HOMO level (eV): -9.4

Results of the Löwdin charge analysis, in e, for atoms 1 through 8: number 1, O, carries 0.061; number 2, C, carries -0.244; number 3, C, carries -0.135; number 4, N, carries 0.031; number 5, C, carries -0.343; number 6, O, carries 0.018; number 7, H, carries 0.115; number 8, H, carries 0.117

#x
This record from the OMol25 dataset describes an isolated molecule of C3H7NO3. The level of theory is ωB97M-V/def2-TZVPD.

Each atom is followed by the atoms it is bonded to, with distances in Å.
Positions of all 14 atoms, in Å:
1 O -1.581 1.913 -0.137  C2 1.205
2 C -0.789 1.092 0.252  O1 1.205, O3 1.362, N4 1.377
3 O 0.268 1.419 1.048  C2 1.362, H8 0.966
4 N -0.828 -0.249 -0.058  C2 1.377, C5 1.454, H9 1.010
5 C 0.007 -1.221 0.628  N4 1.454, C6 1.549, H10 1.086, H11 1.083
6 C 1.257 -1.643 -0.184  C5 1.549, O7 1.430, H12 1.093, H13 1.080
7 O 1.224 -1.064 -1.491  C6 1.430, H14 0.961
8 H 0.078 2.274 1.455  O3 0.966
9 H -0.927 -0.340 -1.058  N4 1.010
10 H 0.359 -0.725 1.528  C5 1.086
11 H -0.604 -2.080 0.877  C5 1.083
12 H 1.266 -2.727 -0.322  C6 1.093
13 H 2.149 -1.343 0.347  C6 1.080
14 H 2.098 -0.706 -1.667  O7 0.961

Net charge: 0
HOMO level (eV): -9.8

Results of the Löwdin charge analysis, in e, for atoms 1 through 8: number 1, O, carries 0.092; number 2, C, carries -0.597; number 3, O, carries 0.088; number 4, N, carries 0.065; number 5, C, carries -0.153; number 6, C, carries -0.213; number 7, O, carries -0.072; number 8, H, carries 0.124

It is #w that is the least stable of them.

#w
This record from the OMol25 dataset describes an isolated molecule of C22H23N3O4S. The level of theory is ωB97M-V/def2-TZVPD.

Each atom is followed by the atoms it is bonded to, with distances in Å.
Positions of all 53 atoms, in Å:
1 C 2.028 5.927 5.540  S2 1.819, H31 1.086, H32 1.085, H33 1.086
2 S 2.675 4.391 4.813  C1 1.819, C3 1.762
3 C 1.412 3.218 5.180  S2 1.762, C4 1.383, C8 1.405
4 C 0.257 3.474 5.896  C3 1.383, C5 1.387, H34 1.078
5 C -0.665 2.461 6.110  C4 1.387, C6 1.380, H35 1.079
6 C -0.434 1.194 5.613  C5 1.380, C7 1.389, H36 1.079
7 C 0.723 0.924 4.894  C6 1.389, C8 1.383, H37 1.079
8 C 1.649 1.927 4.677  C3 1.405, C7 1.383, O9 1.369
9 O 2.832 1.797 4.001  C8 1.369, C10 1.401
10 C 3.121 0.582 3.365  O9 1.401, C11 1.495, H38 1.100, H39 1.096
11 C 2.175 0.280 2.248  C10 1.495, C12 1.363, O30 1.345
12 C 1.354 1.074 1.504  C11 1.363, C13 1.422, H40 1.068
13 C 0.725 0.167 0.608  C12 1.422, C14 1.484, N29 1.312
14 C -0.245 0.606 -0.425  C13 1.484, O15 1.223, N16 1.350
15 O -0.450 1.802 -0.578  C14 1.223
16 N -0.875 -0.327 -1.169  C14 1.350, C17 1.449, C28 1.450
17 C -0.676 -1.759 -1.074  N16 1.449, C18 1.524, H41 1.091, H42 1.096
18 C -1.812 -2.497 -1.770  C17 1.524, C19 1.533, H43 1.090, H44 1.090
19 C -1.844 -2.177 -3.269  C18 1.533, O20 1.421, C27 1.541, H45 1.099
20 O -0.892 -3.039 -3.877  C19 1.421, C21 1.355
21 C -0.892 -3.216 -5.221  O20 1.355, C22 1.391, C26 1.402
22 C -1.780 -2.652 -6.132  C21 1.391, C23 1.387, H46 1.079
23 C -1.637 -2.963 -7.476  C22 1.387, C24 1.384, H47 1.079
24 C -0.618 -3.814 -7.865  C23 1.384, N25 1.325, H48 1.081
25 N 0.232 -4.353 -7.004  C24 1.325, C26 1.313
26 C 0.100 -4.067 -5.729  C21 1.402, N25 1.313, H49 1.081
27 C -1.487 -0.696 -3.502  C19 1.541, C28 1.523, H50 1.092, H51 1.090
28 C -1.730 0.132 -2.247  N16 1.450, C27 1.523, H52 1.096, H53 1.093
29 N 1.159 -1.053 0.823  C13 1.312, O30 1.351
30 O 2.051 -0.994 1.836  C11 1.345, N29 1.351
31 H 1.928 5.820 6.616  C1 1.086
32 H 2.769 6.688 5.315  C1 1.085
33 H 1.081 6.188 5.078  C1 1.086
34 H 0.061 4.458 6.289  C4 1.078
35 H -1.564 2.672 6.668  C5 1.079
36 H -1.151 0.405 5.777  C6 1.079
37 H 0.884 -0.072 4.512  C7 1.079
38 H 3.133 -0.259 4.074  C10 1.100
39 H 4.135 0.709 2.967  C10 1.096
40 H 1.201 2.130 1.561  C12 1.068
41 H -0.629 -2.048 -0.022  C17 1.091
42 H 0.278 -2.041 -1.534  C17 1.096
43 H -1.664 -3.570 -1.650  C18 1.090
44 H -2.765 -2.228 -1.315  C18 1.090
45 H -2.845 -2.407 -3.662  C19 1.099
46 H -2.570 -1.987 -5.818  C22 1.079
47 H -2.313 -2.541 -8.204  C23 1.079
48 H -0.468 -4.080 -8.902  C24 1.081
49 H 0.807 -4.524 -5.051  C26 1.081
50 H -0.429 -0.638 -3.767  C27 1.092
51 H -2.063 -0.274 -4.326  C27 1.090
52 H -2.783 0.071 -1.948  C28 1.096
53 H -1.490 1.183 -2.423  C28 1.093

Net charge: 0
HOMO level (eV): -8.0

Results of the Löwdin charge analysis, in e, for atoms 1 through 8: number 1, C, carries -0.392; number 2, S, carries 0.936; number 3, C, carries -0.456; number 4, C, carries -0.091; number 5, C, carries -0.093; number 6, C, carries -0.082; number 7, C, carries -0.016; number 8, C, carries -0.304

#x
This record from the OMol25 dataset describes an isolated molecule of C22H23N3O4S. The level of theory is ωB97M-V/def2-TZVPD.

Each atom is followed by the atoms it is bonded to, with distances in Å.
Positions of all 53 atoms, in Å:
1 C 3.515 1.952 3.029  O2 1.409, H31 1.089, H32 1.095, H33 1.094
2 O 3.549 1.184 1.849  C1 1.409, C3 1.360
3 C 2.763 1.560 0.804  O2 1.360, C4 1.389, C8 1.406
4 C 1.984 2.710 0.771  C3 1.389, C5 1.385, H34 1.078
5 C 1.197 2.994 -0.332  C4 1.385, C6 1.382, H35 1.079
6 C 1.171 2.139 -1.417  C5 1.382, C7 1.384, H36 1.079
7 C 1.947 0.993 -1.398  C6 1.384, C8 1.386, H37 1.080
8 C 2.740 0.692 -0.302  C3 1.406, C7 1.386, N9 1.415
9 N 3.541 -0.474 -0.315  C8 1.415, C10 1.448, C11 1.355
10 C 4.976 -0.282 -0.343  N9 1.448, H38 1.088, H39 1.092, H40 1.089
11 C 3.034 -1.724 -0.456  N9 1.355, O12 1.223, C13 1.478
12 O 3.742 -2.689 -0.708  C11 1.223
13 C 1.581 -1.856 -0.221  C11 1.478, C14 1.382, N29 1.369
14 C 0.790 -1.209 0.710  C13 1.382, C15 1.400, H41 1.069
15 C -0.483 -1.789 0.640  C14 1.400, S16 1.762, C28 1.376
16 S -1.873 -1.336 1.623  C15 1.762, O17 1.434, O18 1.433, N19 1.682
17 O -2.342 -2.474 2.360  S16 1.434
18 O -1.554 -0.137 2.340  S16 1.433
19 N -3.032 -1.031 0.443  S16 1.682, C20 1.462, C27 1.388
20 C -4.346 -1.668 0.519  N19 1.462, C21 1.541, H42 1.095, H43 1.091
21 C -5.368 -0.622 0.032  C20 1.541, C22 1.503, H44 1.092, H45 1.091
22 C -4.501 0.532 -0.389  C21 1.503, C23 1.376, C27 1.397
23 C -4.843 1.737 -0.957  C22 1.376, C24 1.390, H46 1.080
24 C -3.836 2.656 -1.231  C23 1.390, C25 1.384, H47 1.080
25 C -2.517 2.362 -0.934  C24 1.384, C26 1.389, H48 1.079
26 C -2.158 1.147 -0.366  C25 1.389, C27 1.382, H49 1.078
27 C -3.166 0.241 -0.098  N19 1.388, C22 1.397, C26 1.382
28 C -0.434 -2.772 -0.321  C15 1.376, N29 1.348, H50 1.071
29 N 0.817 -2.819 -0.824  C13 1.369, C28 1.348, C30 1.439
30 C 1.246 -3.703 -1.875  N29 1.439, H51 1.089, H52 1.089, H53 1.093
31 H 4.166 1.435 3.732  C1 1.089
32 H 3.898 2.964 2.861  C1 1.095
33 H 2.504 2.006 3.443  C1 1.094
34 H 1.976 3.388 1.609  C4 1.078
35 H 0.601 3.894 -0.332  C5 1.079
36 H 0.556 2.358 -2.276  C6 1.079
37 H 1.943 0.313 -2.236  C7 1.080
38 H 5.439 -1.264 -0.424  C10 1.088
39 H 5.260 0.328 -1.203  C10 1.092
40 H 5.303 0.208 0.573  C10 1.089
41 H 1.072 -0.435 1.391  C14 1.069
42 H -4.338 -2.554 -0.124  C20 1.095
43 H -4.522 -1.995 1.545  C20 1.091
44 H -6.054 -0.321 0.826  C21 1.092
45 H -5.962 -1.003 -0.800  C21 1.091
46 H -5.875 1.967 -1.180  C23 1.080
47 H -4.088 3.607 -1.675  C24 1.080
48 H -1.749 3.089 -1.147  C25 1.079
49 H -1.131 0.923 -0.126  C26 1.078
50 H -1.208 -3.430 -0.660  C28 1.071
51 H 2.312 -3.894 -1.763  C30 1.089
52 H 0.697 -4.641 -1.808  C30 1.089
53 H 1.063 -3.254 -2.855  C30 1.093

Net charge: 0
HOMO level (eV): -8.1

Results of the Löwdin charge analysis, in e, for atoms 1 through 8: number 1, C, carries -0.071; number 2, O, carries -0.086; number 3, C, carries -0.221; number 4, C, carries -0.006; number 5, C, carries -0.082; number 6, C, carries -0.092; number 7, C, carries -0.004; number 8, C, carries -0.184

It is #w that is the least stable of them.